ORCA calculation (ωB97M-V/def2-TZVPD) on a cluster of 12 separate species, C45H98F30N6O7P4S2 in total at a distorted geometry.

Geometry as ORCA input:
```
! wB97M-V def2-TZVPD RIJCOSX def2/J DEFGRID3
* xyz -1 2
C 1.841 2.105 -6.291
C 3.054 1.814 -5.479
O 3.130 2.089 -4.299
N 4.332 1.206 -6.093
H 4.840 0.581 -5.485
H 3.910 0.451 -6.615
C 5.182 2.291 -6.762
H 1.073 1.376 -6.032
H 1.967 2.268 -7.361
H 1.543 3.094 -5.946
H 5.586 2.995 -6.034
H 4.538 2.783 -7.490
H 6.092 1.862 -7.183
C -6.374 4.436 4.727
C -5.303 3.570 5.391
C -4.731 2.542 4.298
N -3.394 1.887 4.746
C -2.893 1.099 3.508
C -3.506 0.908 5.968
C -3.239 1.783 7.154
C -2.270 2.974 6.644
C -2.238 2.875 5.062
H -7.385 4.588 5.104
H -6.604 4.030 3.742
H -5.981 5.446 4.612
H -5.710 3.038 6.251
H -4.506 4.171 5.829
H -4.370 3.061 3.410
H -5.478 1.789 4.048
H -3.442 0.167 3.374
H -1.927 0.733 3.856
H -2.844 1.743 2.629
H -2.883 0.030 5.797
H -4.504 0.475 6.028
H -2.954 1.177 8.014
H -4.107 2.237 7.630
H -1.300 2.830 7.121
H -2.508 3.903 7.164
H -1.262 2.517 4.732
H -2.386 3.850 4.597
C -2.528 -5.209 -3.141
C -3.265 -4.788 -1.904
C -4.320 -3.644 -2.255
N -5.273 -3.222 -1.144
C -4.428 -2.727 0.084
C -6.318 -2.194 -1.670
C -7.524 -2.282 -0.810
C -7.524 -3.770 -0.281
C -6.189 -4.355 -0.667
H -3.109 -5.896 -3.757
H -1.666 -5.811 -2.856
H -2.251 -4.333 -3.727
H -2.527 -4.357 -1.227
H -3.501 -5.611 -1.230
H -4.911 -4.019 -3.091
H -3.907 -2.781 -2.776
H -3.710 -3.402 0.549
H -5.134 -2.353 0.825
H -3.786 -1.954 -0.337
H -5.774 -1.252 -1.745
H -6.565 -2.502 -2.686
H -7.476 -1.663 0.086
H -8.380 -2.029 -1.435
H -7.653 -3.770 0.802
H -8.253 -4.396 -0.796
H -5.807 -5.058 0.073
H -6.399 -4.856 -1.612
C -0.598 -1.372 2.074
C -0.579 -0.249 1.000
C -0.231 -0.919 -0.346
N 0.332 0.016 -1.490
C -0.714 1.070 -1.760
C 0.547 -0.773 -2.811
C 1.894 -1.504 -2.605
C 2.730 -0.704 -1.657
C 1.763 0.449 -1.209
H -1.331 -2.173 1.975
H -0.936 -0.787 2.930
H 0.415 -1.744 2.232
H -0.102 0.700 1.247
H -1.559 0.219 0.906
H -1.065 -1.533 -0.685
H 0.555 -1.635 -0.106
H -0.689 1.851 -1.000
H -1.704 0.615 -1.738
H -0.579 1.658 -2.668
H 0.698 -0.020 -3.584
H -0.277 -1.476 -2.934
H 2.469 -1.709 -3.508
H 1.798 -2.502 -2.179
H 3.599 -0.231 -2.115
H 3.156 -1.204 -0.788
H 1.874 1.367 -1.786
H 1.784 0.673 -0.143
C 5.077 1.664 0.386
C 5.156 3.040 -0.329
C 3.976 3.495 -1.177
N 4.173 4.893 -1.848
C 5.526 4.888 -2.653
C 4.173 6.120 -0.857
C 3.218 7.115 -1.478
C 2.855 6.597 -2.859
C 2.980 5.152 -2.837
H 5.223 0.937 -0.413
H 4.159 1.520 0.955
H 5.891 1.477 1.086
H 6.031 2.899 -0.963
H 5.523 3.926 0.188
H 3.065 3.562 -0.582
H 3.858 2.724 -1.939
H 5.791 4.033 -3.275
H 6.347 4.943 -1.939
H 5.547 5.869 -3.127
H 5.212 6.435 -0.756
H 3.778 5.655 0.047
H 3.586 8.141 -1.465
H 2.346 7.046 -0.827
H 3.562 6.976 -3.597
H 1.918 7.031 -3.207
H 2.995 4.575 -3.761
H 2.178 4.734 -2.227
C -1.529 -3.831 4.779
C -0.063 -3.880 5.152
C 0.477 -5.277 5.021
N 1.995 -5.393 5.301
C 2.319 -6.834 4.930
C 2.387 -4.937 6.725
C 3.732 -4.136 6.554
C 3.431 -3.394 5.243
C 2.806 -4.459 4.374
H -1.731 -4.312 3.822
H -1.911 -2.812 4.737
H -2.028 -4.400 5.564
H -0.057 -3.451 6.154
H 0.453 -3.182 4.493
H 0.271 -5.510 3.977
H -0.028 -5.968 5.696
H 3.367 -6.992 5.187
H 2.091 -6.964 3.872
H 1.665 -7.503 5.489
H 2.474 -5.841 7.329
H 1.608 -4.267 7.089
H 4.610 -4.780 6.501
H 3.759 -3.463 7.410
H 4.250 -2.979 4.654
H 2.586 -2.714 5.349
H 3.539 -5.113 3.902
H 2.166 -4.204 3.528
C -1.893 4.440 -3.483
F -2.222 5.744 -3.625
F -0.790 4.403 -2.784
F -2.893 3.818 -2.758
S -1.585 3.691 -5.271
O -2.865 3.576 -5.941
O -0.659 4.704 -5.849
O -0.949 2.442 -4.872
C 2.777 -3.494 -7.208
F 3.400 -3.872 -6.083
F 3.537 -3.738 -8.255
F 1.707 -4.259 -7.298
S 2.293 -1.655 -7.183
O 1.246 -1.578 -8.240
O 1.768 -1.305 -5.871
O 3.501 -0.846 -7.471
P 0.785 -4.670 0.366
F -0.229 -4.213 1.516
F -0.280 -5.882 0.028
F -0.036 -3.695 -0.597
F 1.751 -5.090 -0.915
F 1.790 -3.447 0.741
F 1.589 -5.609 1.397
P -5.000 1.469 -0.063
F -4.715 0.120 0.817
F -6.469 0.914 -0.414
F -5.418 2.045 1.450
F -5.340 2.844 -0.807
F -3.436 1.915 0.174
F -4.353 0.781 -1.371
P 6.615 -0.082 -3.551
F 8.045 0.604 -3.015
F 6.857 0.410 -5.030
F 7.434 -1.472 -3.792
F 5.185 -0.722 -4.076
F 6.110 -0.403 -1.973
F 5.881 1.346 -3.309
P 0.305 4.154 1.489
F 1.663 3.240 1.712
F 0.377 4.513 3.009
F 1.116 5.572 1.378
F -1.096 4.968 1.360
F 0.331 4.052 -0.187
F -0.684 2.795 1.583
*
```

Calculated values
LUMO (alpha / beta)   1.350 / 1.344 eV
Expectation value of S²   0.750
Largest force on an atom   3.65 eV/Å

ORCA calculation (ωB97M-V/def2-TZVPD) on a cluster of 2 separate species, C3H7O2S in total at a distorted geometry.

Geometry as ORCA input:
```
! wB97M-V def2-TZVPD RIJCOSX def2/J DEFGRID3
* xyz -1 1
C -1.087 -0.555 2.610
C -1.873 -0.493 1.285
S -1.085 0.805 0.187
H -0.553 0.363 2.767
H -0.483 -1.433 2.783
H -1.886 -0.683 3.350
H -1.932 -1.473 0.797
H -2.835 -0.046 1.525
H -0.088 -0.121 -0.499
O 2.956 -0.128 -1.845
C 1.836 0.081 -1.401
O 0.737 -0.498 -1.687
H 1.699 0.918 -0.634
*
```

Calculated values
LUMO   3.572 eV
Relative energy (zero: lowest compared OMol25 entry of this formula, charge and spin)   19.5 kcal/mol
Largest force on an atom   1.89 eV/Å

ORCA calculation (ωB97M-V/def2-TZVPD) on a cluster of 2 separate species, C3H5O4 in total at a distorted geometry.

Geometry as ORCA input:
```
! wB97M-V def2-TZVPD RIJCOSX def2/J DEFGRID3
* xyz -1 1
C -1.928 0.071 -0.074
C 1.160 0.581 -0.755
C 0.305 -0.225 0.171
O -2.221 0.795 0.937
O -2.393 -0.449 -1.089
O 0.495 -1.712 0.052
O 0.236 0.042 1.554
H 0.526 1.522 -1.105
H 1.236 0.061 -1.712
H 2.207 0.791 -0.394
H 0.965 -1.997 0.791
H -0.588 0.520 1.624
*
```

Calculated values
LUMO   4.157 eV
Relative energy (zero: lowest compared OMol25 entry of this formula, charge and spin)   72.3 kcal/mol
Largest force on an atom   4.64 eV/Å

ORCA calculation (ωB97M-V/def2-TZVPD) on a cluster of 23 separate species, C9H62NO23 in total at a distorted geometry.

Geometry as ORCA input:
```
! wB97M-V def2-TZVPD RIJCOSX def2/J DEFGRID3
* xyz 0 2
C -16.652 -7.100 -1.024
C -15.897 -7.995 -2.008
C -15.387 -7.045 -3.236
C -14.169 -7.493 -4.068
C -13.865 -8.887 -3.764
C -13.625 -9.293 -2.283
N -14.715 -8.729 -1.463
O -14.741 -9.154 -0.043
C -12.217 -8.742 -1.779
C -13.587 -10.822 -2.262
C -16.894 -9.034 -2.593
H -17.266 -7.603 -0.277
H -17.387 -6.415 -1.447
H -15.959 -6.470 -0.467
H -15.208 -6.052 -2.823
H -16.234 -6.923 -3.911
H -13.421 -6.828 -3.635
H -14.090 -7.254 -5.129
H -13.011 -9.080 -4.412
H -14.677 -9.536 -4.093
H -11.318 -9.342 -1.918
H -12.320 -8.649 -0.698
H -11.952 -7.748 -2.140
H -13.032 -11.402 -3.000
H -14.584 -11.231 -2.426
H -13.337 -11.090 -1.235
H -16.728 -9.263 -3.645
H -17.908 -8.695 -2.377
H -16.799 -10.000 -2.098
O -12.546 -10.512 1.574
H -11.837 -10.978 1.131
H -13.138 -10.249 0.869
O -11.973 -13.756 -3.303
H -12.122 -13.668 -4.244
H -11.268 -13.138 -3.112
O -14.642 -5.085 -7.150
H -14.862 -5.465 -8.001
H -13.724 -5.319 -7.012
O -9.892 -11.363 -3.077
H -9.698 -10.428 -3.145
H -10.067 -11.504 -2.147
O -13.304 -6.534 0.640
H -13.412 -7.388 0.221
H -14.065 -6.452 1.216
O -16.897 -11.141 0.118
H -16.596 -11.321 1.009
H -16.338 -10.425 -0.184
O -16.461 -4.606 -5.229
H -15.948 -3.990 -4.705
H -15.971 -4.693 -6.046
O -14.908 -8.047 2.568
H -14.007 -8.126 2.882
H -14.921 -8.544 1.750
O -11.562 -5.029 -1.336
H -10.780 -5.576 -1.408
H -12.208 -5.590 -0.906
O -18.048 -13.266 -1.358
H -18.479 -13.671 -0.606
H -17.521 -12.561 -0.982
O -19.439 -10.046 -0.326
H -18.548 -10.394 -0.332
H -19.768 -10.212 -1.209
O -16.700 -8.912 -7.040
H -17.407 -9.525 -7.243
H -17.092 -8.289 -6.427
O -15.238 -11.553 2.408
H -14.443 -11.053 2.222
H -14.949 -12.260 2.983
O -9.663 -7.548 1.691
H -10.245 -7.406 0.944
H -10.102 -7.115 2.423
O -14.157 -13.221 0.076
H -14.112 -12.708 0.884
H -14.700 -12.696 -0.511
O -18.594 -7.543 -5.666
H -18.823 -6.674 -5.335
H -19.428 -8.012 -5.705
O -20.137 -10.693 -2.863
H -20.251 -9.884 -3.362
H -20.726 -11.319 -3.285
O -9.571 -6.683 -1.167
H -8.748 -6.352 -1.526
H -9.749 -7.478 -1.669
O -19.035 -5.250 -4.475
H -19.414 -4.434 -4.802
H -18.093 -5.081 -4.442
O -9.111 -8.864 -3.415
H -9.193 -8.288 -4.175
H -8.216 -9.199 -3.462
O -20.076 -4.567 -1.691
H -20.631 -3.849 -1.998
H -19.822 -5.031 -2.489
O -14.441 -10.484 -6.492
H -15.173 -9.967 -6.829
H -14.418 -10.287 -5.556
*
```

Calculated values
LUMO (alpha / beta)   -0.513 / -1.648 eV
Expectation value of S²   0.756
Largest force on an atom   6.00 eV/Å

ORCA calculation (ωB97M-V/def2-TZVPD) on a cluster of 2 separate species, C5H14S in total at a distorted geometry.

Geometry as ORCA input:
```
! wB97M-V def2-TZVPD RIJCOSX def2/J DEFGRID3
* xyz 0 1
C -0.971 -1.023 0.484
C -0.307 -1.249 1.925
C -2.430 -1.543 0.614
H -0.347 -1.612 -0.409
H -0.936 0.015 -0.015
H -0.687 -0.555 2.804
H -0.404 -2.236 2.250
H -2.940 -1.529 1.616
H -2.461 -2.698 0.380
H 0.696 -1.073 1.855
H -3.140 -0.956 0.047
C 1.297 2.661 -0.393
C 1.737 0.609 -2.240
S 0.703 2.223 -2.125
H 2.267 3.120 -0.495
H 0.766 3.386 0.271
H 1.326 1.656 0.119
H 1.669 0.048 -1.314
H 2.755 0.795 -2.327
H 1.407 -0.038 -3.047
*
```

Calculated values
LUMO   0.954 eV
Relative energy (zero: lowest compared OMol25 entry of this formula, charge and spin)   43.0 kcal/mol
Largest force on an atom   3.87 eV/Å

ORCA calculation (ωB97M-V/def2-TZVPD) on a structure of composition C11H8HfNO5 at a distorted geometry.

Geometry as ORCA input:
```
! wB97M-V def2-TZVPD RIJCOSX def2/J DEFGRID3
* xyz 3 1
O -3.994 0.534 -3.682
C -3.874 0.285 -2.571
Hf 0.265 0.047 0.225
C 2.000 -0.133 1.682
O 2.898 -0.180 2.425
C 2.546 -0.044 -1.104
O 2.794 0.065 -2.229
C 0.658 2.096 0.360
O 0.708 3.230 0.594
C 0.727 -1.958 -0.631
O 0.874 -3.050 -0.993
H -0.980 0.481 -0.791
C -3.895 -1.165 5.050
C -2.971 -0.898 3.898
C -2.963 0.360 3.293
C -2.101 0.618 2.231
N -1.236 -0.356 1.791
C -1.278 -1.598 2.342
C -2.118 -1.872 3.406
H -3.698 -0.465 5.886
H -4.955 -1.039 4.752
H -3.752 -2.196 5.407
H -3.622 1.148 3.666
H -2.088 1.580 1.695
H -0.627 -2.359 1.905
H -2.113 -2.850 3.865
*
```

Calculated values
LUMO   -15.477 eV
Relative energy (zero: lowest compared OMol25 entry of this formula, charge and spin)   13.3 kcal/mol
Largest force on an atom   10.86 eV/Å

ORCA calculation (ωB97M-V/def2-TZVPD) on a cluster of 2 separate species, C11H17NO in total at a distorted geometry.

Geometry as ORCA input:
```
! wB97M-V def2-TZVPD RIJCOSX def2/J DEFGRID3
* xyz 0 1
C 2.679 -0.554 0.291
C 2.391 -1.441 -0.459
C -1.443 -0.911 -0.351
C -0.948 1.273 0.364
C -0.215 1.015 -0.709
C -1.859 0.124 0.695
C 2.852 0.628 1.148
C 2.160 -2.438 -1.514
C 0.707 1.820 -1.586
C -3.306 0.636 0.497
C -1.681 -0.391 2.075
N -0.553 -0.282 -1.181
O -1.595 -2.121 -0.313
H -0.764 2.198 1.014
H 3.861 0.877 1.221
H 2.406 0.503 2.223
H 2.430 1.374 0.561
H 3.106 -3.006 -1.655
H 1.941 -1.792 -2.325
H 1.359 -3.078 -1.185
H 1.769 1.630 -1.545
H 0.576 2.826 -1.224
H 0.323 1.570 -2.564
H -4.102 -0.191 0.625
H -3.472 0.624 -0.631
H -3.371 1.495 1.097
H -2.265 -0.001 2.953
H -0.671 -0.295 2.478
H -1.959 -1.490 2.112
H -0.358 -0.602 -2.113
*
```

Calculated values
LUMO   0.722 eV
Relative energy (zero: lowest compared OMol25 entry of this formula, charge and spin)   65.9 kcal/mol
Largest force on an atom   5.11 eV/Å

ORCA calculation (ωB97M-V/def2-TZVPD) on a cluster of 2 separate species, C5H7NO2S in total at a distorted geometry.

Geometry as ORCA input:
```
! wB97M-V def2-TZVPD RIJCOSX def2/J DEFGRID3
* xyz 0 3
C 1.025 0.555 3.146
C 1.678 1.009 1.969
C -0.073 -0.159 2.718
C 0.855 0.576 0.978
C -0.951 -0.992 -2.138
N 1.171 -2.289 -1.109
O 1.628 -0.373 -2.655
O -0.182 -0.138 1.333
S 0.806 -0.849 -1.604
H 1.409 0.799 4.152
H 2.696 1.550 2.040
H -0.935 -0.419 3.254
H -1.700 -1.280 -1.479
H -1.064 -0.035 -2.653
H -0.863 -1.796 -2.814
H 0.462 -2.514 -0.457
*
```

Calculated values
LUMO (alpha / beta)   0.749 / -1.914 eV
Expectation value of S²   2.019
Relative energy (zero: lowest compared OMol25 entry of this formula, charge and spin)   45.1 kcal/mol
Largest force on an atom   3.11 eV/Å

ORCA calculation (ωB97M-V/def2-TZVPD) on a structure of composition C23H20Br2CrN2O2S.

Geometry as ORCA input:
```
! wB97M-V def2-TZVPD RIJCOSX def2/J DEFGRID3
* xyz 1 4
Cr 0.236 -0.246 -0.857
C 0.184 -1.558 2.262
C 0.010 -0.074 2.197
C -0.164 0.681 3.376
C -0.346 2.032 3.318
C -0.379 2.684 2.066
C -0.556 4.077 1.863
Br -0.767 5.230 3.341
C -0.564 4.594 0.600
C -0.412 3.759 -0.524
Br -0.410 4.509 -2.249
C -0.254 2.395 -0.393
O -0.094 1.555 -1.392
C -0.218 1.874 0.931
N 0.003 0.521 1.017
H 0.168 -1.901 3.293
H 1.129 -1.861 1.811
H -0.624 -2.049 1.717
H -0.150 0.167 4.326
H -0.472 2.611 4.222
H -0.692 5.657 0.448
C 1.917 -4.275 -0.797
C 0.771 -5.060 -0.838
C -0.471 -4.457 -0.890
C -0.561 -3.070 -0.895
N 0.561 -2.317 -0.843
C 1.764 -2.906 -0.804
C -1.812 -2.294 -0.951
C -3.074 -2.878 -1.003
C -4.197 -2.069 -1.067
C -4.059 -0.687 -1.086
C -2.797 -0.107 -1.035
C -1.657 -0.900 -0.964
H 2.904 -4.711 -0.764
H 0.849 -6.140 -0.835
H -1.368 -5.056 -0.930
H 2.612 -2.235 -0.778
H -3.197 -3.954 -0.997
H -5.181 -2.516 -1.108
H -4.940 -0.060 -1.144
H -2.706 0.972 -1.064
C 3.082 2.315 0.070
S 3.350 1.107 -1.221
C 2.867 2.103 -2.624
O 2.251 0.060 -1.077
H 2.082 2.731 -0.028
H 3.838 3.094 -0.025
H 3.203 1.804 1.024
H 3.550 2.949 -2.702
H 1.836 2.428 -2.488
H 2.956 1.476 -3.509
*
```

Calculated values
LUMO (alpha / beta)   -3.481 / -3.367 eV
Expectation value of S²   3.803
Relative energy (zero: lowest compared OMol25 entry of this formula, charge and spin)   6.8 kcal/mol
Largest force on an atom   0.33 eV/Å